C46H36N6OPtSSiTe | ωB97M-V with the def2-TZVPD basis set

The geometry in XYZ format:
```
93
C46H36N6OPtSSiTe | the OMol25 dataset | ωB97M-V with the def2-TZVPD basis set
Pt -0.05 -1.39 -0.16
N -6.55 0.10 2.59
C -7.83 -0.22 3.01
C -8.84 0.49 3.58
C -9.99 -0.23 3.91
C -10.13 -1.63 3.65
C -9.14 -2.34 3.06
C -7.93 -1.64 2.74
N -6.81 -2.10 2.21
C -5.98 -1.03 2.13
C -4.63 -1.12 1.60
C -4.21 -2.30 0.99
C -2.95 -2.36 0.44
N -2.10 -1.33 0.49
C -2.48 -0.21 1.12
C -3.73 -0.06 1.68
H -6.13 1.02 2.62
H -8.77 1.55 3.78
H -10.81 0.29 4.39
H -11.06 -2.12 3.93
H -9.22 -3.40 2.85
H -4.88 -3.15 0.94
H -2.62 -3.25 -0.07
H -1.75 0.58 1.15
H -3.96 0.88 2.16
N 6.83 -1.01 -2.23
C 7.92 -1.59 -2.84
C 9.28 -1.28 -2.79
C 10.11 -2.09 -3.54
C 9.61 -3.16 -4.31
C 8.27 -3.45 -4.35
C 7.41 -2.65 -3.59
N 6.04 -2.71 -3.44
C 5.73 -1.74 -2.63
C 4.37 -1.50 -2.17
C 4.04 -0.56 -1.20
C 2.74 -0.49 -0.74
N 1.77 -1.28 -1.21
C 2.07 -2.14 -2.20
C 3.34 -2.28 -2.69
H 6.84 -0.24 -1.59
H 9.67 -0.46 -2.21
H 11.18 -1.90 -3.54
H 10.30 -3.76 -4.89
H 7.88 -4.27 -4.94
H 4.78 0.11 -0.78
H 2.45 0.22 0.02
H 1.25 -2.73 -2.59
H 3.56 -3.00 -3.48
Te 0.93 -3.06 1.72
C 0.73 -4.69 0.51
C 1.31 -5.93 0.71
C 0.90 -6.88 -0.25
C 0.02 -6.36 -1.15
S -0.31 -4.72 -0.86
H 2.01 -6.14 1.51
H 1.24 -7.90 -0.27
H -0.47 -6.88 -1.97
O 0.06 0.66 -0.08
Si 0.06 2.26 0.07
C -1.41 3.01 -0.85
C -2.48 2.21 -1.25
C -3.58 2.75 -1.92
C -3.62 4.11 -2.19
C -2.55 4.92 -1.82
C -1.46 4.38 -1.16
C -0.21 2.75 1.88
C -0.21 1.77 2.89
C -0.33 2.11 4.23
C -0.47 3.44 4.59
C -0.47 4.43 3.61
C -0.35 4.08 2.27
C 1.60 3.15 -0.50
C 1.74 3.57 -1.83
C 2.87 4.27 -2.24
C 3.87 4.56 -1.33
C 3.75 4.14 -0.01
C 2.62 3.44 0.40
H -2.45 1.14 -1.07
H -4.39 2.11 -2.23
H -4.47 4.54 -2.69
H -2.57 5.98 -2.05
H -0.63 5.03 -0.89
H -0.07 0.73 2.62
H -0.31 1.34 4.99
H -0.58 3.71 5.63
H -0.57 5.47 3.89
H -0.35 4.87 1.53
H 0.96 3.35 -2.55
H 2.95 4.60 -3.27
H 4.75 5.11 -1.64
H 4.53 4.38 0.71
H 2.54 3.14 1.44
```

Output
spin multiplicity	5
electronic energy	-3252.8148	Ha
total charge	+2
energy above the lowest of the compared OMol25 structures with the same formula, charge and spin	0.000	eV
gap between HOMO and LUMO (alpha / beta)	5.29 / 2.57	eV